Record 1
Density functional theory data (wB97M-V/def2-TZVPD) for a cluster of 5 separate species, C12H35BrN11O4P in total.

Its HOMO energy is -8.3 eV. As for the structure (SMILES): [H]/N=C(\N)NCCCCPC[C@H](C)Br.NC(N)=O.NC(N)=O.NC(N)=O.NC(N)=O. The value obtained for the LUMO energy is 0.230 eV. The calculation puts the maximum force at 0.020 Eh/bohr. Its total energy is -116928.3086 eV. For the HOMO-LUMO gap, the calculation gives 0.3145 Eh.

Last column: Löwdin charge in e.
Positions of all 64 atoms, in Å:
Br (-2.334, 1.672, -0.186)  0.70
P (1.884, 1.446, 1.698)  0.92
O (-0.467, -1.472, -5.222)  0.01
O (0.228, -3.332, 1.361)  0.03
O (-0.596, 4.957, -0.138)  0.01
O (-5.445, 2.670, 4.585)  0.02
N (-4.620, 1.400, 2.893)  0.15
N (-1.123, 6.857, -1.256)  0.15
N (4.166, -2.070, -1.186)  0.04
N (-1.711, -4.431, 1.768)  0.15
N (-2.404, -0.385, -4.754)  0.15
N (3.975, -2.615, -3.490)  0.09
N (-4.358, 3.690, 2.871)  0.15
N (-0.696, -0.499, -3.194)  0.17
N (2.443, -1.112, -2.370)  0.14
N (-2.066, 4.832, -1.863)  0.15
N (0.281, -5.179, 2.674)  0.15
C (-4.852, 2.593, 3.525)  -0.69
C (-0.361, -4.253, 1.899)  -0.67
C (2.507, -0.080, 0.865)  -0.46
C (3.928, -2.193, 1.272)  -0.19
C (3.664, -0.717, 1.631)  -0.25
C (3.372, -2.635, -0.066)  -0.22
C (-1.146, -0.827, -4.438)  -0.68
C (3.451, -1.885, -2.363)  -0.53
C (-0.897, -0.390, 1.151)  -0.17
C (-1.220, 5.510, -1.027)  -0.68
C (0.371, 1.800, 0.674)  -0.47
C (-0.917, 1.126, 1.116)  -0.72
H (-4.138, 1.342, 2.017)  0.02
H (2.339, -2.345, -0.197)  0.08
H (-4.499, 4.582, 3.303)  0.10
H (-1.625, 7.334, -1.979)  0.09
H (-2.217, -5.180, 2.199)  0.09
H (-4.952, 0.567, 3.340)  0.10
H (-1.221, 0.032, -2.525)  0.04
H (-1.741, -0.761, 1.729)  0.07
H (-1.290, 1.525, 2.052)  0.08
H (3.300, -3.317, -3.763)  0.08
H (-2.977, 0.144, -4.126)  0.09
H (2.043, -1.119, -3.305)  0.04
H (-2.153, 3.842, -1.713)  0.00
H (0.223, -0.824, -2.956)  0.05
H (-3.858, 3.637, 2.002)  0.07
H (1.329, 0.912, 2.884)  -0.06
H (4.552, -0.110, 1.478)  0.10
H (4.932, -2.695, -1.390)  0.11
H (3.579, -2.865, 2.052)  0.10
H (-2.205, -3.770, 1.199)  0.10
H (3.444, -0.661, 2.698)  0.09
H (0.006, -0.752, 1.609)  0.04
H (2.816, 0.256, -0.121)  0.06
H (-0.183, -5.943, 3.125)  0.09
H (0.227, 2.876, 0.674)  0.03
H (-0.510, 7.378, -0.659)  0.10
H (0.618, 1.455, -0.328)  0.07
H (3.398, -3.726, -0.116)  0.12
H (-1.010, -0.783, 0.145)  0.06
H (1.271, -5.073, 2.789)  0.10
H (5.009, -2.333, 1.228)  0.10
H (1.692, -0.780, 0.750)  0.04
H (-2.590, 5.270, -2.595)  0.09
H (4.088, -1.978, -4.267)  0.08
H (-2.754, -0.613, -5.664)  0.10



Record 2
Density functional theory data (wB97M-V/def2-TZVPD) for a structure of composition C12H35CuO11.

The spin multiplicity is 3. Its HOMO energy (alpha / beta) is -5.9 / -8.6 eV. The value obtained for the LUMO energy (alpha / beta) is 0.236 / -2.128 eV. The calculation puts the maximum force at 0.055 Eh/bohr. Its total energy is -80163.9966 eV. For the HOMO-LUMO gap (alpha / beta), the calculation gives 0.2268 / 0.2393 Eh.

Last column: Löwdin charge in e.
Positions of all 59 atoms, in Å:
Cu (-1.086, 1.749, 3.491)  0.51
O (-3.099, -1.883, -4.442)  -0.04
O (-0.571, 1.780, -4.740)  -0.10
O (-0.727, 0.558, 1.725)  -0.28
O (0.462, 4.142, -3.048)  -0.07
O (1.308, 1.582, 4.155)  -0.12
O (-1.078, -0.121, 5.017)  -0.17
O (3.364, 2.558, -1.436)  -0.07
O (-2.724, -1.672, 2.900)  -0.05
O (-0.009, -3.261, 2.281)  -0.08
O (-1.136, -4.085, -3.451)  -0.08
O (2.571, 3.588, 0.985)  -0.07
C (0.285, -0.417, 5.369)  -0.19
C (1.358, 0.243, 4.461)  -0.27
C (2.557, 2.147, 0.633)  -0.19
C (-0.827, -2.859, -4.080)  -0.23
C (1.262, 3.341, -3.892)  -0.25
C (0.815, 1.887, -4.194)  -0.17
C (-2.069, -2.752, 3.530)  -0.25
C (-1.363, 0.570, -0.719)  -0.07
C (-0.583, 0.007, 0.450)  -0.39
C (-1.292, -3.749, 2.637)  -0.23
C (2.284, 1.912, -0.854)  -0.25
C (-1.949, -1.811, -3.709)  -0.27
H (-1.329, -2.504, 4.291)  0.10
H (1.381, 2.437, -1.163)  0.10
H (-1.056, 0.109, -1.658)  0.05
H (-0.393, 4.096, -3.483)  0.08
H (3.518, 1.821, 1.032)  0.12
H (2.155, 1.897, 4.480)  0.10
H (1.393, -0.315, 3.525)  0.11
H (-2.219, -1.894, -2.656)  0.12
H (-1.044, 1.590, -0.932)  0.07
H (-1.696, -0.139, 5.751)  0.10
H (-3.598, -2.680, -4.249)  0.10
H (-2.084, -1.049, 2.547)  0.03
H (0.423, -0.233, 0.107)  0.10
H (0.342, -0.072, 6.402)  0.12
H (1.899, 1.552, 1.267)  0.08
H (2.205, 3.255, -3.352)  0.10
H (0.032, -2.302, 2.282)  0.05
H (2.369, 0.146, 4.857)  0.13
H (-1.146, -4.754, 3.034)  0.12
H (3.336, 3.457, -1.102)  0.09
H (0.192, -2.646, -3.757)  0.11
H (-2.941, -3.282, 3.911)  0.12
H (-0.572, 1.483, -5.653)  0.07
H (0.509, -1.475, 5.509)  0.12
H (-0.798, -4.753, -4.052)  0.08
H (1.617, 1.303, -4.647)  0.12
H (-1.870, -3.850, 1.718)  0.11
H (-0.878, -1.042, 0.475)  0.10
H (-1.459, -0.877, -3.985)  0.10
H (1.258, 3.998, -4.761)  0.12
H (-2.411, 0.283, -0.637)  0.09
H (-0.867, -3.006, -5.159)  0.11
H (0.473, 1.378, -3.293)  0.09
H (2.124, 0.891, -1.200)  0.12
H (3.380, 3.718, 1.486)  0.07



Record 3
Density functional theory data (wB97M-V/def2-TZVPD) for a cluster of 8 separate species, C12H35N10O12 in total.

Its HOMO energy is 3.1 eV. Its charge is -3. The value obtained for the LUMO energy is 4.695 eV. The calculation puts the maximum force at 0.188 Eh/bohr. Its total energy is -52473.3580 eV. For the HOMO-LUMO gap, the calculation gives 0.0604 Eh.

Last column: Löwdin charge in e.
Positions of all 69 atoms, in Å:
O (-1.846, 0.387, 4.043)  -0.23
O (-2.020, 0.330, 6.184)  -0.16
O (0.888, 6.515, 3.739)  -0.02
O (-6.228, -1.550, -2.172)  -0.10
O (2.549, -2.741, -0.883)  -0.22
O (-3.730, -0.064, 5.169)  -0.20
O (-0.384, -1.358, -7.988)  -0.06
O (3.783, -3.795, 5.189)  -0.05
O (-4.992, -0.373, -3.068)  -0.11
O (-4.211, -2.385, -2.511)  -0.19
O (1.454, 1.038, -2.491)  -0.20
O (-6.988, 3.018, 0.375)  0.00
N (3.811, -0.445, -1.291)  -0.09
N (2.431, -2.281, 4.462)  0.18
N (-4.939, 2.494, 1.037)  0.21
N (2.119, -3.028, 6.461)  0.18
N (-0.524, -1.102, -0.262)  0.33
N (-1.908, -0.499, -6.619)  0.17
N (-6.309, 3.732, 2.249)  0.15
N (-1.001, -2.401, -6.080)  0.16
N (0.349, 4.436, 2.940)  0.15
N (0.189, 4.893, 5.071)  0.16
C (0.771, 2.260, -2.648)  -0.13
C (-2.498, 0.208, 5.094)  -1.25
C (-6.072, 3.047, 1.184)  -0.84
C (2.787, 1.174, -2.884)  -0.22
C (3.987, -2.928, -1.308)  -0.16
C (-1.114, -1.439, -6.972)  -0.79
C (0.458, 5.377, 3.907)  -0.77
C (3.455, -0.247, -2.662)  -0.20
C (-5.075, -1.460, -2.575)  -1.22
C (1.757, -3.911, -1.000)  -0.17
C (4.579, -1.593, -0.960)  -0.26
C (2.789, -3.062, 5.380)  -0.85
H (-7.156, 4.277, 2.328)  0.11
H (-0.026, 3.541, 3.218)  0.10
H (-0.188, -2.996, -6.144)  0.10
H (-1.216, -1.680, -0.717)  0.13
H (-1.664, 0.302, -7.183)  0.11
H (0.995, 4.516, 2.168)  0.10
H (-4.960, 1.835, 0.272)  0.14
H (5.619, -1.370, -1.198)  0.11
H (3.094, -2.044, 3.739)  0.12
H (4.246, -0.294, -3.410)  0.10
H (-0.300, 4.012, 5.140)  0.12
H (1.848, -4.542, -1.884)  0.07
H (0.165, -1.773, 0.047)  0.10
H (-0.020, -0.435, -0.827)  0.12
H (-4.326, 2.434, 1.837)  0.12
H (4.275, 0.310, -0.806)  0.11
H (2.418, -3.441, 7.333)  0.12
H (0.729, -3.642, -0.758)  0.06
H (0.308, 5.434, 5.915)  0.12
H (4.377, -3.830, -0.835)  0.12
H (1.817, -1.530, 4.744)  0.12
H (0.953, 3.125, -2.010)  0.09
H (-0.300, 2.068, -2.585)  0.09
H (-5.648, 3.784, 3.011)  0.11
H (2.042, -4.717, -0.324)  0.07
H (2.791, -1.084, -2.877)  0.11
H (3.207, 1.915, -2.204)  0.12
H (-1.628, -2.168, -5.323)  0.11
H (1.280, -2.468, 6.494)  0.12
H (-2.715, -0.430, -6.016)  0.13
H (0.835, 2.613, -3.678)  0.08
H (-0.791, -0.695, 0.623)  0.14
H (2.946, 1.395, -3.939)  0.11
H (3.989, -3.085, -2.386)  0.11
H (4.691, -1.583, 0.125)  0.11